Record 1
119
Properties=species:S:1:pos:R:3 method="wB97M-V/def2-TZVPD" homo_ev=0.44 e_above_lowest_kj_mol=416.0 orbital_gap_ev=3.3 charge=-2 spin_multiplicity=1
Cs -0.27 -0.33 -0.28
C 1.12 5.87 -0.44
O 2.38 5.60 0.17
C 2.39 5.91 1.51
C 3.33 6.88 1.88
C 3.43 7.29 3.21
C 2.60 6.71 4.17
C 1.68 5.72 3.80
C 1.56 5.30 2.46
N 0.69 4.22 2.20
C 0.85 3.03 1.51
N 2.16 2.79 1.14
C 2.93 1.83 0.44
C 2.46 0.67 -0.20
C 3.30 -0.22 -0.86
C 4.67 0.03 -0.91
C 5.19 1.17 -0.29
C 4.33 2.06 0.37
O 4.75 3.20 1.02
C 6.10 3.61 0.82
N -0.17 2.22 1.33
C -1.49 2.53 1.70
C -2.44 2.59 0.67
C -3.79 2.83 0.95
C -4.20 3.00 2.27
C -3.27 2.93 3.31
C -1.93 2.67 3.03
O -0.97 2.66 4.02
C -1.35 1.94 5.19
H 1.30 6.14 -1.48
H 0.60 6.72 0.03
H 0.48 4.99 -0.43
H 3.97 7.32 1.13
H 4.15 8.05 3.49
H 2.67 7.02 5.21
H 1.07 5.26 4.57
H -0.09 4.19 2.85
H 2.79 3.54 1.41
H 2.88 -1.10 -1.33
H 5.33 -0.66 -1.42
H 6.26 1.33 -0.33
H 6.24 4.58 1.31
H 6.32 3.74 -0.25
H 6.80 2.90 1.28
H -2.12 2.44 -0.35
H -4.51 2.87 0.14
H -5.25 3.20 2.49
H -3.62 3.10 4.33
H -0.44 1.68 5.73
H -1.86 1.00 4.94
H -1.97 2.56 5.84
C 4.47 -3.29 -2.33
C 3.34 -3.79 -1.41
C 2.60 -4.93 -2.13
C 3.97 -4.30 -0.10
N 2.46 -2.62 -1.18
N 1.36 -2.89 -0.28
H 5.19 -4.09 -2.54
H 5.03 -2.47 -1.86
H 4.09 -2.93 -3.29
H 3.30 -5.73 -2.40
H 2.13 -4.58 -3.05
H 1.83 -5.38 -1.50
H 4.72 -5.07 -0.30
H 3.22 -4.74 0.57
H 4.47 -3.49 0.44
H 2.12 -2.26 -2.07
H 1.70 -3.04 0.70
H 0.75 -3.68 -0.60
C -6.69 1.09 0.23
N -5.31 1.14 -0.17
C -4.74 2.02 -1.04
C -3.41 1.66 -1.10
N -3.17 0.59 -0.28
C -4.33 0.30 0.27
H -7.24 1.89 -0.27
H -6.74 1.24 1.31
H -7.10 0.12 -0.05
H -5.30 2.80 -1.54
H -2.62 2.12 -1.68
H -4.51 -0.50 0.97
C -0.25 -1.83 3.76
O -0.27 -1.21 2.49
H -1.19 -1.64 4.28
H 0.59 -1.44 4.34
H -0.12 -2.91 3.63
H -0.39 -0.24 2.64
C 1.88 -2.01 -4.96
O 1.24 -1.95 -3.70
P -0.27 -1.38 -3.58
O -1.02 -2.48 -4.52
C -1.39 -3.69 -3.88
O -0.19 -0.18 -4.66
C -1.36 0.61 -4.80
H 2.82 -2.56 -4.84
H 2.13 -1.01 -5.33
H 1.28 -2.54 -5.71
H -1.89 -4.32 -4.62
H -2.09 -3.51 -3.06
H -0.51 -4.23 -3.52
H -1.15 1.40 -5.53
H -1.63 1.10 -3.85
H -2.20 0.02 -5.18
C -3.12 -6.64 -1.74
Si -3.62 -5.57 -0.28
C -5.45 -5.16 -0.42
C -3.32 -6.52 1.31
C -2.60 -3.98 -0.28
C -1.96 -2.98 -0.28
H -3.70 -7.57 -1.76
H -2.06 -6.91 -1.69
H -3.29 -6.12 -2.69
H -6.05 -6.08 -0.42
H -5.65 -4.61 -1.34
H -5.77 -4.54 0.42
H -3.91 -7.45 1.32
H -3.61 -5.93 2.18
H -2.26 -6.79 1.41
H -0.27 2.09 -1.82

Record 2
11
Properties=species:S:1:pos:R:3 method="wB97M-V/def2-TZVPD" smiles="CC(=O)NC=O" homo_ev=-10.14 e_above_lowest_kj_mol=91.8 orbital_gap_ev=10.9 spin_multiplicity=1
C -1.72 0.06 -0.09
C -0.24 0.27 -0.05
O 0.24 1.36 -0.36
N 0.67 -0.68 0.28
C 1.97 0.00 0.08
O 2.66 -0.14 -0.88
H -2.00 -0.06 -1.15
H -2.17 0.99 0.26
H -2.10 -0.79 0.48
H 0.48 -1.65 0.50
H 2.22 0.65 0.94

Record 3
104
Properties=species:S:1:pos:R:3 method="wB97M-V/def2-TZVPD" homo_ev=-6.84 e_above_lowest_kj_mol=246.1 orbital_gap_ev=1.3 spin_multiplicity=1
C 2.27 -1.76 1.20
C 2.32 -0.31 1.76
C 3.05 0.58 0.66
C 2.68 2.13 0.66
C 2.02 2.66 1.96
C 1.40 4.07 1.63
C -0.14 4.20 2.16
C -0.96 4.90 0.95
S -1.51 3.67 -0.23
O -0.66 3.81 -1.38
O -1.38 2.30 0.28
N -2.99 3.89 -0.73
S -4.03 3.58 0.52
O -5.15 4.49 0.34
O -3.44 3.85 1.82
B -4.74 1.80 0.37
O -5.90 1.68 -0.31
N -3.96 0.82 1.02
C -4.10 0.89 2.49
C -4.15 -0.54 0.49
H 2.66 -2.46 1.93
H 2.77 -1.85 0.25
H 1.23 -2.07 1.05
H 1.26 -0.04 1.97
H 2.92 -0.27 2.66
H 4.12 0.41 0.72
H 2.74 0.18 -0.35
H 3.62 2.66 0.55
H 2.11 2.36 -0.25
H 2.78 2.84 2.70
H 1.20 2.06 2.32
H 1.39 4.20 0.56
H 2.02 4.90 2.04
H -0.56 3.24 2.44
H -0.14 4.84 3.09
H -0.26 5.65 0.50
H -1.81 5.47 1.38
H -5.84 1.04 -1.03
H -3.35 1.58 2.89
H -5.07 1.24 2.84
H -3.91 -0.11 2.95
H -4.01 -1.30 1.25
H -3.37 -0.75 -0.25
H -5.13 -0.74 0.05
O -4.80 -5.09 -2.17
V -4.13 -4.30 -0.81
O -3.45 -3.53 0.56
K -4.07 5.40 -2.47
C 5.05 -2.76 -1.35
Si 4.93 -3.07 -3.21
C 6.13 -1.88 -4.04
C 3.17 -2.60 -3.73
N 5.29 -4.70 -3.51
Si 5.28 -5.42 -5.08
C 6.55 -4.65 -6.24
C 3.59 -5.33 -5.91
C 5.72 -7.24 -4.89
H 4.83 -1.72 -1.12
H 4.35 -3.40 -0.81
H 6.06 -2.98 -1.00
H 6.00 -0.87 -3.64
H 5.97 -1.82 -5.12
H 7.16 -2.18 -3.86
H 2.45 -3.34 -3.38
H 3.08 -2.52 -4.83
H 2.90 -1.62 -3.32
H 6.25 -3.66 -6.57
H 6.67 -5.28 -7.12
H 7.53 -4.57 -5.75
H 2.80 -5.66 -5.23
H 3.57 -5.99 -6.78
H 3.35 -4.32 -6.25
H 5.00 -7.75 -4.26
H 6.71 -7.35 -4.45
H 5.73 -7.73 -5.87
K 0.02 0.66 0.05
O -7.53 9.77 -5.15
P -6.61 9.33 -4.02
O -5.72 10.51 -3.65
O -5.77 8.15 -4.48
O -7.42 8.93 -2.79
O -7.95 11.67 -1.27
H -7.82 12.33 -1.95
H -7.87 10.83 -1.74
Be 1.63 -1.57 -5.75
C -0.44 -3.60 7.63
O -1.31 -3.63 6.49
P -1.15 -2.46 5.42
O 0.22 -2.22 4.97
O -1.83 -1.21 6.10
C -3.11 -1.36 6.74
O -2.19 -2.87 4.31
C -1.74 -3.74 3.26
H -0.96 -4.07 8.46
H 0.47 -4.15 7.41
H -0.19 -2.57 7.91
H -2.96 -1.52 7.81
H -3.68 -2.19 6.32
H -3.67 -0.44 6.60
H -2.59 -4.31 2.91
H -0.97 -4.43 3.61
H -1.35 -3.15 2.44
Cs 0.35 6.80 3.05
Br -5.56 -1.35 3.59

Record 4
79
Properties=species:S:1:pos:R:3 method="wB97M-V/def2-TZVPD" smiles="C[Si](C)(CCCCCCCCN(OB(O)O)S(=O)(=O)F)c1ccccc1.O=C1C=CC(=O)C=C1.O=C1C=CC(=O)C=C1" homo_ev=-8.53 orbital_gap_ev=7.0 spin_multiplicity=1
C 6.86 -0.02 1.34
Si 5.37 0.73 0.31
C 3.76 0.07 1.23
C 5.39 2.63 0.59
C 4.58 3.52 -0.51
C 3.27 2.79 -1.18
C 2.30 4.02 -1.75
C 0.90 3.42 -2.40
C -0.15 2.88 -1.21
C -1.66 2.69 -1.87
C -2.84 2.64 -0.72
N -3.42 1.24 -0.49
O -4.58 1.23 -1.18
B -4.90 -0.13 -1.68
O -6.22 -0.74 -1.28
O -4.04 -0.95 -2.55
S -3.65 0.99 1.23
O -4.84 1.93 1.66
O -2.35 1.26 2.05
F -4.08 -0.67 1.60
C 5.41 0.17 -1.53
C 4.54 -1.16 -1.95
C 4.45 -1.72 -3.53
C 5.27 -0.89 -4.69
C 6.17 0.42 -4.26
C 6.24 0.96 -2.71
H 6.48 -1.02 1.82
H 7.76 -0.26 0.62
H 7.17 0.79 2.16
H 3.01 0.98 1.42
H 3.21 -0.77 0.64
H 4.05 -0.35 2.29
H 6.51 2.99 0.57
H 4.94 2.91 1.66
H 5.30 3.95 -1.34
H 4.16 4.48 0.06
H 2.62 2.16 -0.45
H 3.60 2.20 -2.16
H 2.88 4.74 -2.48
H 1.98 4.62 -0.79
H 1.17 2.46 -3.03
H 0.36 4.25 -3.03
H -0.29 3.69 -0.35
H 0.20 1.84 -0.75
H -1.74 1.76 -2.58
H -1.85 3.64 -2.52
H -3.74 3.30 -1.12
H -2.45 3.16 0.26
H -6.80 0.05 -0.99
H -4.45 -1.87 -2.71
H 3.92 -1.79 -1.16
H 3.81 -2.67 -3.79
H 5.20 -1.25 -5.80
H 6.74 0.99 -5.14
H 6.91 1.92 -2.49
C 0.65 -1.52 6.33
C 1.53 -1.06 5.43
C 1.14 -0.84 4.03
O 1.95 -0.42 3.21
C -0.25 -1.14 3.65
C -1.13 -1.60 4.54
C -0.75 -1.83 5.95
O -1.55 -2.25 6.77
H 0.92 -1.69 7.36
H 2.55 -0.84 5.70
H -0.52 -0.97 2.61
H -2.16 -1.83 4.28
C -8.92 -5.61 -0.91
C -8.22 -6.20 0.06
C -7.15 -5.48 0.77
O -6.50 -6.02 1.66
C -6.88 -4.08 0.38
C -7.59 -3.49 -0.60
C -8.66 -4.21 -1.31
O -9.30 -3.67 -2.20
H -9.71 -6.13 -1.45
H -8.40 -7.23 0.36
H -6.09 -3.57 0.91
H -7.40 -2.47 -0.90

Record 5
14
Properties=species:S:1:pos:R:3 method="wB97M-V/def2-TZVPD" smiles="O=CCC1CC1" homo_ev=-9.78 e_above_lowest_kj_mol=121.4 orbital_gap_ev=10.9 spin_multiplicity=1
O 0.65 2.39 -0.81
C -0.31 2.14 -0.12
C -0.58 0.79 0.51
C 0.49 -0.23 0.23
C 0.22 -1.69 0.42
C 0.37 -1.13 -0.97
H -1.06 2.92 0.10
H -0.71 0.96 1.59
H -1.56 0.46 0.14
H 1.50 0.11 0.46
H 1.02 -2.31 0.81
H -0.77 -2.00 0.74
H 1.27 -1.36 -1.53
H -0.53 -1.05 -1.57

Record 6
54
Properties=species:S:1:pos:R:3 method="wB97M-V/def2-TZVPD" smiles=CCCCCC.CCCCCC.CBOCC homo_ev=-10.58 orbital_gap_ev=11.4 spin_multiplicity=1
C -1.58 -0.09 -0.18
B -0.66 1.12 0.20
O 0.18 0.98 1.26
C 1.12 1.99 1.61
C 2.34 1.97 0.71
H -2.27 0.20 -0.98
H -2.16 -0.43 0.68
H -0.96 -0.92 -0.53
H -0.65 2.16 -0.40
H 0.64 2.97 1.58
H 1.42 1.79 2.64
H 2.08 1.89 -0.34
H 3.00 1.14 0.98
H 2.91 2.89 0.85
C 1.76 -1.26 4.59
C 2.96 -0.86 3.75
C 4.12 -1.85 3.82
C 4.71 -2.04 5.22
C 5.21 -0.76 5.88
C 6.32 -0.06 5.10
H 2.00 -1.31 5.65
H 0.94 -0.54 4.48
H 1.38 -2.24 4.29
H 3.31 0.13 4.05
H 2.65 -0.76 2.70
H 4.91 -1.53 3.13
H 3.78 -2.82 3.45
H 5.55 -2.75 5.15
H 3.97 -2.51 5.87
H 5.57 -1.00 6.88
H 4.37 -0.07 6.03
H 7.17 -0.72 4.96
H 6.67 0.83 5.63
H 5.98 0.26 4.12
C -6.46 0.96 -6.24
C -5.46 -0.20 -6.28
C -5.10 -0.75 -4.90
C -4.46 0.26 -3.95
C -3.19 0.92 -4.48
C -2.06 -0.07 -4.77
H -6.06 1.81 -5.70
H -6.71 1.30 -7.25
H -7.38 0.65 -5.75
H -4.55 0.13 -6.80
H -5.87 -1.01 -6.89
H -4.44 -1.61 -5.03
H -6.02 -1.14 -4.43
H -4.23 -0.25 -3.01
H -5.18 1.04 -3.70
H -2.84 1.65 -3.75
H -3.41 1.49 -5.39
H -1.81 -0.64 -3.87
H -1.16 0.44 -5.11
H -2.34 -0.79 -5.54

Copy entry 6 word for word.
54
Properties=species:S:1:pos:R:3 method="wB97M-V/def2-TZVPD" smiles=CCCCCC.CCCCCC.CBOCC homo_ev=-10.58 orbital_gap_ev=11.4 spin_multiplicity=1
C -1.58 -0.09 -0.18
B -0.66 1.12 0.20
O 0.18 0.98 1.26
C 1.12 1.99 1.61
C 2.34 1.97 0.71
H -2.27 0.20 -0.98
H -2.16 -0.43 0.68
H -0.96 -0.92 -0.53
H -0.65 2.16 -0.40
H 0.64 2.97 1.58
H 1.42 1.79 2.64
H 2.08 1.89 -0.34
H 3.00 1.14 0.98
H 2.91 2.89 0.85
C 1.76 -1.26 4.59
C 2.96 -0.86 3.75
C 4.12 -1.85 3.82
C 4.71 -2.04 5.22
C 5.21 -0.76 5.88
C 6.32 -0.06 5.10
H 2.00 -1.31 5.65
H 0.94 -0.54 4.48
H 1.38 -2.24 4.29
H 3.31 0.13 4.05
H 2.65 -0.76 2.70
H 4.91 -1.53 3.13
H 3.78 -2.82 3.45
H 5.55 -2.75 5.15
H 3.97 -2.51 5.87
H 5.57 -1.00 6.88
H 4.37 -0.07 6.03
H 7.17 -0.72 4.96
H 6.67 0.83 5.63
H 5.98 0.26 4.12
C -6.46 0.96 -6.24
C -5.46 -0.20 -6.28
C -5.10 -0.75 -4.90
C -4.46 0.26 -3.95
C -3.19 0.92 -4.48
C -2.06 -0.07 -4.77
H -6.06 1.81 -5.70
H -6.71 1.30 -7.25
H -7.38 0.65 -5.75
H -4.55 0.13 -6.80
H -5.87 -1.01 -6.89
H -4.44 -1.61 -5.03
H -6.02 -1.14 -4.43
H -4.23 -0.25 -3.01
H -5.18 1.04 -3.70
H -2.84 1.65 -3.75
H -3.41 1.49 -5.39
H -1.81 -0.64 -3.87
H -1.16 0.44 -5.11
H -2.34 -0.79 -5.54